w) 19
Properties=species:S:1:pos:R:3 method="wB97M-V/def2-TZVPD" s_squared=0.755 spin_multiplicity=2 homo_lumo_gap_ev="10.4 / 4.8" total_charge=+1
C 1.110 0.846 -0.124
N -0.352 0.721 0.029
C -1.060 0.047 -1.079
C -2.206 -0.832 -0.646
S -3.701 0.062 0.119
C 1.951 -0.359 0.412
N 2.077 -0.175 1.849
H 1.290 0.881 -1.172
H 1.464 1.906 0.272
H -3.016 1.143 0.466
H -0.490 -0.685 -1.659
H -1.382 1.026 -1.803
H -2.598 -1.316 -1.575
H -1.922 -1.672 -0.042
H 2.874 -0.517 -0.106
H 1.289 -1.167 0.102
H 2.659 -0.939 2.216
H -0.610 0.327 0.850
H 2.623 0.703 1.891


x) 19
Properties=species:S:1:pos:R:3 method="wB97M-V/def2-TZVPD" s_squared=0.758 spin_multiplicity=2 homo_lumo_gap_ev="10.8 / 4.5" total_charge=+1
C -0.893 0.253 1.156
N 0.267 -0.465 0.591
C 0.844 0.124 -0.621
C 2.331 -0.467 -0.859
S 3.421 -0.412 0.548
C -1.845 0.733 0.099
N -2.578 -0.330 -0.615
H -0.690 1.170 1.708
H -1.325 -0.329 1.953
H 2.695 0.340 1.407
H 0.349 -0.134 -1.522
H 0.928 1.293 -0.555
H 2.880 -0.019 -1.761
H 2.146 -1.521 -1.133
H -2.555 1.402 0.744
H -1.336 1.537 -0.513
H -1.924 -0.779 -1.199
H -0.011 -1.445 0.367
H -2.705 -0.951 0.203


Least stable = w)


w) 16
Properties=species:S:1:pos:R:3 method="wB97M-V/def2-TZVPD" homo_lumo_gap_ev="8.6 / 6.0"
C -3.541 -2.628 0.662
C -0.872 0.481 -0.409
C -0.395 -0.073 0.912
C -1.356 -0.634 -1.427
N -4.443 -3.031 1.272
N -0.925 1.688 -0.748
N 2.211 0.221 1.287
N -2.537 -1.967 0.145
N -2.061 -1.741 -1.008
S -2.983 -0.731 -2.374
S 0.864 1.045 1.657
H -1.285 -0.065 1.435
H 0.240 -0.968 0.920
H -0.590 -0.826 -2.052
H -1.225 1.837 -1.694
H 3.021 0.675 1.733


x) 16
Properties=species:S:1:pos:R:3 method="wB97M-V/def2-TZVPD" homo_lumo_gap_ev=6.9
C 3.715 -0.412 -0.180
C -0.411 -0.692 -0.185
C -1.122 0.156 -1.166
C 0.314 -0.024 0.912
N 4.832 -0.589 -0.250
N -0.471 -1.945 -0.397
N -2.778 1.125 0.767
N 2.512 -0.056 0.054
N 1.698 -0.326 0.949
S -0.048 2.164 0.509
S -1.969 1.689 -0.389
H -0.456 0.643 -1.692
H -1.847 -0.519 -1.788
H -0.259 0.037 1.781
H 0.037 -2.558 0.202
H -3.746 1.307 0.871


Least stable = w)


w) 71
Properties=species:S:1:pos:R:3 method="wB97M-V/def2-TZVPD" homo_lumo_gap_ev=6.2 total_charge=-1
Bi -0.797 0.584 -0.790
C -4.185 1.366 -2.002
O -2.967 2.029 -1.666
C -3.080 3.159 -0.897
C -3.525 4.354 -1.435
C -3.575 5.484 -0.632
C -3.166 5.413 0.696
C -2.710 4.219 1.229
C -2.671 3.080 0.435
N -2.219 1.802 0.850
N -2.082 1.657 2.096
C -1.731 0.442 2.602
C -1.999 -0.807 1.932
O -2.472 -0.912 0.775
C -1.763 -2.018 2.715
C -1.305 -1.988 3.977
C -1.044 -0.750 4.661
C -0.575 -0.737 5.984
C -0.336 0.446 6.639
C -0.561 1.654 5.963
C -1.008 1.662 4.663
C -1.274 0.460 3.977
H -5.025 1.812 -1.468
H -4.345 1.444 -3.079
H -4.092 0.319 -1.713
H -3.803 4.386 -2.481
H -3.913 6.425 -1.047
H -3.192 6.300 1.316
H -2.379 4.147 2.256
H -1.967 -2.950 2.202
H -1.124 -2.913 4.516
H -0.406 -1.686 6.483
H 0.024 0.448 7.660
H -0.368 2.594 6.465
H -1.153 2.597 4.141
Se -2.617 -1.290 -4.219
Se -1.993 0.023 -5.995
Te -1.523 2.346 -5.065
Se -0.011 2.200 -2.806
S 0.933 2.201 -0.245
C 4.327 -3.183 -0.091
N 2.916 -2.962 -0.331
C 2.042 -3.727 0.548
P 2.269 -1.714 -1.213
O 0.950 -1.323 -0.651
N 2.061 -2.234 -2.774
C 3.125 -2.956 -3.452
C 0.988 -1.730 -3.622
N 3.483 -0.597 -1.252
C 3.521 0.361 -2.362
C 3.810 0.021 0.039
H 4.610 -4.206 -0.362
H 4.566 -3.042 0.969
H 4.925 -2.486 -0.672
H 2.212 -4.800 0.411
H 1.000 -3.502 0.337
H 2.233 -3.479 1.597
H 3.781 -3.427 -2.722
H 3.734 -2.306 -4.091
H 2.699 -3.744 -4.077
H -0.204 -2.972 -2.561
H 1.095 -2.208 -4.599
H 1.024 -0.646 -3.768
H 3.538 -0.162 -3.317
H 4.444 0.937 -2.277
H 2.678 1.059 -2.341
H 3.622 -0.682 0.850
H 3.192 0.906 0.210
H 4.869 0.291 0.051
O -1.192 -2.409 -4.122
N -0.315 -2.086 -3.047


x) 71
Properties=species:S:1:pos:R:3 method="wB97M-V/def2-TZVPD" homo_lumo_gap_ev="5.8 / 5.8" total_charge=-1
Bi -0.430 2.737 -0.313
C 2.613 4.384 -2.288
O 2.531 3.317 -1.353
C 3.172 2.170 -1.652
C 4.019 2.025 -2.747
C 4.695 0.831 -2.950
C 4.542 -0.227 -2.066
C 3.681 -0.092 -0.988
C 2.972 1.085 -0.780
N 2.040 1.279 0.276
N 1.917 0.272 1.010
C 1.054 0.328 2.092
C 0.300 1.454 2.489
O 0.221 2.576 1.854
C -0.406 1.370 3.744
C -0.416 0.248 4.495
C 0.273 -0.929 4.076
C 0.205 -2.123 4.820
C 0.844 -3.260 4.396
C 1.587 -3.221 3.204
C 1.675 -2.067 2.466
C 1.012 -0.884 2.874
H 3.646 4.729 -2.391
H 1.997 5.179 -1.877
H 2.209 4.075 -3.253
H 4.144 2.838 -3.447
H 5.350 0.733 -3.807
H 5.082 -1.152 -2.219
H 3.538 -0.902 -0.285
H -0.952 2.258 4.034
H -0.976 0.216 5.424
H -0.376 -2.128 5.736
H 0.780 -4.175 4.972
H 2.101 -4.112 2.863
H 2.246 -2.047 1.550
Se -1.812 3.283 -3.040
Se -1.165 5.579 -3.309
Te -2.170 6.309 -1.146
Se -0.502 5.433 0.486
S -0.148 2.019 -3.613
C -4.039 -1.444 0.569
N -2.628 -1.824 0.539
C -2.070 -1.920 1.891
P -1.697 -0.946 -0.535
O -1.387 0.436 -0.073
N -2.523 -0.881 -1.957
C -3.348 0.255 -2.330
C -2.708 -2.060 -2.774
N -0.354 -1.872 -0.729
C 0.735 -1.301 -1.516
C -0.256 -3.300 -0.510
H -4.574 -2.150 1.207
H -4.469 -1.494 -0.430
H -4.188 -0.435 0.972
H -2.562 -2.735 2.425
H -2.210 -0.987 2.447
H -1.004 -2.129 1.849
H -3.207 1.068 -1.623
H -4.410 -0.021 -2.339
H -3.068 0.609 -3.324
H -2.006 -2.841 -2.482
H -2.529 -1.815 -3.824
H -3.725 -2.462 -2.683
H 0.568 -0.240 -1.702
H 0.810 -1.804 -2.487
H 1.681 -1.412 -0.982
H -1.167 -3.679 -0.053
H 0.587 -3.523 0.152
H -0.092 -3.828 -1.458
O -2.711 2.328 1.690
N -2.542 3.002 0.730


Least stable = w)